Entry 1:
Entry from the OMol25 dataset: C41H32HfN5O4S2 as an isolated structure in a non-equilibrium geometry (ωB97M-V/def2-TZVPD).

XYZ file:
```
85
Properties=species:S:1:pos:R:3
Hf 0.0793 -0.2013 -0.1085
O 0.1546 -0.3769 1.8460
C 0.4703 -1.4832 2.5019
C -0.1845 -1.7773 3.7072
C 0.1304 -2.9025 4.4338
C 1.1301 -3.7759 3.9940
C 1.7985 -3.5001 2.8256
C 1.4870 -2.3709 2.0505
C 2.2773 -2.0656 0.8831
N 1.9879 -1.0503 0.1429
N 2.8313 -0.6376 -0.8622
C 2.4022 0.4715 -1.4149
O 1.2990 1.0757 -1.0477
C 3.2427 1.1017 -2.4505
C 4.4809 0.5621 -2.8002
C 5.2737 1.2049 -3.7342
C 4.8384 2.3849 -4.3252
C 3.6012 2.9169 -3.9901
C 2.8044 2.2781 -3.0552
H -0.9479 -1.0863 4.0422
H -0.3940 -3.1028 5.3591
H 1.3836 -4.6488 4.5799
H 2.5889 -4.1586 2.4830
H 3.1756 -2.6431 0.6734
H 4.7987 -0.3532 -2.3215
H 6.2401 0.7941 -3.9953
H 5.4675 2.8938 -5.0440
H 3.2664 3.8371 -4.4508
H 1.8390 2.6810 -2.7772
O 0.2486 -1.1838 -2.0779
S -0.9411 -0.5719 -2.7235
O -1.9573 -1.5390 -3.0502
N -1.4122 0.4009 -1.5538
C -2.0116 1.6449 -1.4715
C -2.9383 2.1915 -2.3280
C -3.4499 3.4839 -2.1158
C -3.0586 4.2389 -1.0482
C -2.1363 3.7064 -0.1210
C -1.6726 4.4175 1.0068
C -0.7738 3.8348 1.8571
C -0.3468 2.5251 1.6016
N -0.7586 1.8290 0.5630
C -1.6281 2.4040 -0.3184
C -0.3359 0.1797 -4.2181
C -1.0822 1.0640 -4.9821
C -0.5395 1.5616 -6.1559
C 0.7268 1.1655 -6.5624
C 1.4563 0.2636 -5.8014
C 0.9285 -0.2326 -4.6212
H -3.3072 1.6093 -3.1611
H -4.1694 3.8768 -2.8222
H -3.4517 5.2352 -0.8941
H -2.0389 5.4219 1.1794
H -0.3888 4.3580 2.7201
H 0.3400 2.0255 2.2724
H -2.0766 1.3550 -4.6840
H -1.1189 2.2515 -6.7540
H 1.1471 1.5579 -7.4789
H 2.4366 -0.0579 -6.1258
H 1.4843 -0.9293 -4.0089
N -1.2290 -1.9244 0.0268
S -1.5481 -3.2804 0.8240
C -0.8541 -4.6299 -0.1476
C -1.0715 -4.6980 -1.5156
C -0.4795 -5.7227 -2.2344
C 0.3147 -6.6633 -1.5882
C 0.5230 -6.5830 -0.2189
C -0.0629 -5.5586 0.5107
C -3.2958 -3.5752 0.4735
C -3.8174 -4.8559 0.5821
C -5.1598 -5.0603 0.3090
C -5.9673 -3.9940 -0.0619
C -5.4371 -2.7155 -0.1483
C -4.0948 -2.4975 0.1265
H -1.6055 -2.0299 -0.9147
H -1.6866 -3.9613 -2.0218
H -0.6389 -5.7946 -3.3020
H 0.7680 -7.4655 -2.1553
H 1.1416 -7.3176 0.2797
H 0.0861 -5.4792 1.5795
H -3.1797 -5.6857 0.8611
H -5.5722 -6.0575 0.3835
H -7.0123 -4.1596 -0.2874
H -6.0642 -1.8805 -0.4300
H -3.6762 -1.5025 0.0611
```

The value obtained for the gap between HOMO and LUMO is 7.731 eV. Its total charge is +1.

Population analysis type Mulliken, resulting atomic charges in e: atom 1 (Hf): 1.537, atom 2 (O): -0.804, atom 3 (C): -0.150, atom 4 (C): -0.350, atom 5 (C): -0.584, atom 6 (C): -0.625, atom 7 (C): -0.730, atom 8 (C): 1.044, atom 9 (C): -0.434, atom 10 (N): 0.802, atom 11 (N): -1.174, atom 12 (C): 0.653, atom 13 (O): -0.930, atom 14 (C): 0.369, atom 15 (C): -0.290, atom 16 (C): -0.700, atom 17 (C): -0.399, atom 18 (C): -0.799, atom 19 (C): -0.182, atom 20 (H): 0.503, atom 21 (H): 0.441, atom 22 (H): 0.452, atom 23 (H): 0.406, atom 24 (H): 0.480, atom 25 (H): 0.463, atom 26 (H): 0.428, atom 27 (H): 0.429, atom 28 (H): 0.440, atom 29 (H): 0.459, atom 30 (O): -0.830, atom 31 (S): 1.176, atom 32 (O): -0.726, atom 33 (N): 0.799, atom 34 (C): -0.193, atom 35 (C): -0.620, atom 36 (C): -0.941, atom 37 (C): -1.019, atom 38 (C): 0.724, atom 39 (C): -0.555, atom 40 (C): -1.043, atom 41 (C): -0.083, atom 42 (N): -0.286, atom 43 (C): 0.509, atom 44 (C): 0.660, atom 45 (C): -0.291, atom 46 (C): -0.963, atom 47 (C): -0.497, atom 48 (C): -0.912, atom 49 (C): -0.270, atom 50 (H): 0.833, atom 51 (H): 0.431, atom 52 (H): 0.435, atom 53 (H): 0.463, atom 54 (H): 0.420, atom 55 (H): 0.505, atom 56 (H): 0.172, atom 57 (H): 0.438, atom 58 (H): 0.438, atom 59 (H): 0.447, atom 60 (H): 0.550, atom 61 (N): 0.036, atom 62 (S): 0.545, atom 63 (C): 0.369, atom 64 (C): -0.178, atom 65 (C): -0.878, atom 66 (C): -0.501, atom 67 (C): -0.679, atom 68 (C): -0.230, atom 69 (C): 0.513, atom 70 (C): -0.470, atom 71 (C): -0.690, atom 72 (C): -0.488, atom 73 (C): -0.738, atom 74 (C): -0.377, atom 75 (H): -0.038, atom 76 (H): 0.355, atom 77 (H): 0.468, atom 78 (H): 0.413, atom 79 (H): 0.440, atom 80 (H): 0.467, atom 81 (H): 0.458, atom 82 (H): 0.411, atom 83 (H): 0.398, atom 84 (H): 0.430, atom 85 (H): 0.437



Entry 2:
Entry from the OMol25 dataset: C41H32IN8OPZn as an isolated structure in a non-equilibrium geometry (ωB97M-V/def2-TZVPD).

XYZ file:
```
85
Properties=species:S:1:pos:R:3
Zn 13.7215 14.0727 10.2268
C 14.6009 16.6249 6.3796
C 14.9561 16.0241 7.6472
N 13.9451 15.6907 8.4921
C 12.7131 16.1901 8.2757
C 12.4484 16.9094 7.0895
N 13.3411 16.9433 6.0448
C 11.7051 16.0048 9.2826
C 10.4857 16.6845 9.3455
C 9.5850 16.4565 10.3774
C 9.7666 15.3612 11.2072
C 11.0280 14.7477 11.1339
N 11.9618 15.0885 10.2117
C 11.5641 13.8518 12.2059
C 10.8614 13.5397 13.3763
N 11.3198 12.7866 14.3049
C 12.6090 12.3858 14.2195
C 13.3650 12.6686 13.0680
N 12.8296 13.4107 12.1073
C 8.4786 17.4106 10.5057
C 8.6935 18.7917 10.2335
C 7.7596 19.7245 10.5858
N 6.6601 19.3693 11.3465
C 6.4893 18.0685 11.6094
C 7.2832 17.0798 11.0984
H 15.2977 16.7650 5.5461
H 16.0042 15.9152 7.8817
H 11.4820 17.2288 6.7823
H 10.2916 17.4521 8.6579
H 9.0124 15.1426 11.9823
H 9.8051 13.8840 13.5606
H 13.0885 11.9441 15.0465
H 14.3949 12.3686 12.9913
H 9.6842 19.0761 9.9081
H 7.7695 20.8186 10.3358
H 5.5820 17.8846 12.1810
H 6.9300 16.0715 11.2993
I 11.2995 12.7159 7.4098
C 11.3468 11.5796 9.2168
C 10.1850 11.5748 9.9039
C 9.9553 10.5249 10.8192
C 10.7924 9.4080 10.7914
C 11.9600 9.4009 10.0805
C 12.7041 8.2462 9.7693
C 13.8511 8.3216 9.0161
C 14.3717 9.5580 8.6905
C 13.7093 10.7178 8.9880
P 14.7293 12.2203 8.9977
C 16.1110 11.8531 10.2266
C 16.0664 10.8437 11.1746
C 17.2088 10.6721 11.9692
C 18.3472 11.4736 11.9178
C 18.3200 12.5634 11.0056
C 17.2310 12.6321 10.1548
C 15.5740 12.3589 7.3874
C 14.9756 13.0132 6.3005
C 15.6380 13.0770 5.0837
C 16.9035 12.5540 4.9427
C 17.5218 11.9117 6.0166
C 16.8216 11.7295 7.1830
C 12.3964 10.6587 9.5182
H 9.4652 12.3370 9.6562
H 9.0444 10.4880 11.4150
H 10.4149 8.4453 11.2209
H 12.2338 7.2725 10.1640
H 14.3916 7.4424 8.6489
H 15.2771 9.5993 8.1161
H 15.1952 10.2257 11.3164
H 17.1112 9.9007 12.6839
H 19.1290 11.2172 12.6414
H 19.2366 13.1454 10.7843
H 17.1940 13.4482 9.3990
H 14.0954 13.5942 6.4998
H 15.1419 13.4806 4.2295
H 17.3899 12.5663 3.9736
H 18.5550 11.5541 5.9298
H 17.2882 11.2004 8.0142
N 14.5316 17.1225 11.8965
C 15.0444 15.8925 12.2047
N 15.4863 15.6850 13.4647
O 15.1993 15.0174 11.2844
H 14.7232 17.8983 12.5090
H 14.5118 17.3687 10.9133
H 15.3247 16.4255 14.2025
H 15.6049 14.6915 13.7486
```

The value obtained for the gap between HOMO and LUMO is 6.694 eV. Its total charge is +2.

Population analysis type Mulliken, resulting atomic charges in e: atom 1 (Zn): 0.560, atom 2 (C): -0.467, atom 3 (C): -0.504, atom 4 (N): 0.786, atom 5 (C): -0.241, atom 6 (C): -0.535, atom 7 (N): -0.532, atom 8 (C): 0.634, atom 9 (C): -1.145, atom 10 (C): 0.175, atom 11 (C): -0.697, atom 12 (C): 0.703, atom 13 (N): 0.944, atom 14 (C): -0.459, atom 15 (C): -0.037, atom 16 (N): -0.576, atom 17 (C): -0.840, atom 18 (C): -0.836, atom 19 (N): 0.701, atom 20 (C): 0.329, atom 21 (C): -0.531, atom 22 (C): -0.516, atom 23 (N): -0.530, atom 24 (C): -0.436, atom 25 (C): -0.365, atom 26 (H): 0.473, atom 27 (H): 0.389, atom 28 (H): 0.516, atom 29 (H): 0.874, atom 30 (H): 0.347, atom 31 (H): 0.363, atom 32 (H): 0.489, atom 33 (H): 0.664, atom 34 (H): 0.464, atom 35 (H): 0.361, atom 36 (H): 0.401, atom 37 (H): 0.451, atom 38 (I): 0.152, atom 39 (C): -0.231, atom 40 (C): -0.286, atom 41 (C): -1.192, atom 42 (C): -0.790, atom 43 (C): 0.062, atom 44 (C): -0.838, atom 45 (C): -0.959, atom 46 (C): -0.306, atom 47 (C): 0.199, atom 48 (P): 1.261, atom 49 (C): 0.362, atom 50 (C): -0.747, atom 51 (C): -0.571, atom 52 (C): -0.717, atom 53 (C): -0.901, atom 54 (C): -0.183, atom 55 (C): 0.712, atom 56 (C): -0.253, atom 57 (C): -0.878, atom 58 (C): -0.578, atom 59 (C): -0.832, atom 60 (C): -0.250, atom 61 (C): 1.377, atom 62 (H): 0.589, atom 63 (H): 0.488, atom 64 (H): 0.334, atom 65 (H): 0.323, atom 66 (H): 0.440, atom 67 (H): 0.483, atom 68 (H): 0.524, atom 69 (H): 0.464, atom 70 (H): 0.409, atom 71 (H): 0.458, atom 72 (H): 0.315, atom 73 (H): 0.241, atom 74 (H): 0.551, atom 75 (H): 0.415, atom 76 (H): 0.432, atom 77 (H): 0.492, atom 78 (N): -0.366, atom 79 (C): 0.275, atom 80 (N): -0.408, atom 81 (O): -0.364, atom 82 (H): 0.236, atom 83 (H): 0.205, atom 84 (H): 0.236, atom 85 (H): 0.241



In order of appearance, E_tot = -81653.458; -122800.229 eV.
In order of appearance, energy above the lowest of the compared OMol25 structures with the same formula, charge and spin = 66.7; 0.0 kJ/mol.